Entry 1:
{"formula": "C5H13NS", "method": "the ωB97M-V functional and the def2-TZVPD basis", "e_above_lowest_kcal_mol": 8.5, "homo_energy_ha": -0.29751, "max_force_ev_per_a": 1.12, "total_energy_ev": -17720.8840, "charge": 0, "smiles": "CSCC[C@@H](C)N", "gap_ev": 9.115, "species": ["C", "S", "C", "C", "C", "C", "N", "H", "H", "H", "H", "H", "H", "H", "H", "H", "H", "H", "H", "H"], "xyz": [[-3.040456, 0.383482, -0.568733], [-1.800691, -0.714049, -1.290333], [-0.896888, -1.161388, 0.239725], [-0.043705, 0.001181, 0.707001], [1.169831, 0.345542, -0.158713], [2.407135, 0.620633, 0.696240], [1.419942, -0.652456, -1.236966], [-4.033099, -0.011468, -0.765297], [-2.937909, 0.521203, 0.507965], [-2.966865, 1.390415, -0.981735], [-0.291335, -2.042130, 0.062333], [-1.636060, -1.445219, 0.989550], [-0.685447, 0.884123, 0.805666], [0.274020, -0.115998, 1.754828], [0.964379, 1.272198, -0.693098], [2.175559, 1.484085, 1.333696], [2.612769, -0.202337, 1.378134], [3.280189, 0.914988, 0.112978], [1.895313, -0.175797, -1.998174], [2.133318, -1.297008, -0.895067]], "forces_ev_per_a": [[-0.3, 0.4, 0.0], [0.3, -0.3, 0.3], [-0.2, 0.3, -0.1], [-0.2, 0.4, 0.9], [0.6, 0.0, -1.0], [-0.6, 0.7, 0.4], [0.6, 0.0, 0.6], [-0.1, 0.0, 0.0], [0.2, -0.3, 0.0], [0.0, -0.1, -0.2], [0.0, -0.1, -0.4], [0.0, 0.1, 0.0], [0.0, 0.0, -0.3], [0.1, -0.5, -0.2], [-0.2, 0.1, 0.0], [0.1, -0.1, 0.1], [0.2, -0.2, -0.1], [0.0, -0.3, -0.1], [-0.2, 0.0, 0.0], [-0.2, -0.1, 0.0]]}

---

Entry 2:
{"formula": "C5H13NS", "method": "the ωB97M-V functional and the def2-TZVPD basis", "e_above_lowest_kcal_mol": 7.3, "homo_energy_ha": -0.30832, "max_force_ev_per_a": 1.59, "total_energy_ev": -17720.9340, "charge": 0, "smiles": "CSCC[C@@H](C)N", "gap_ev": 9.491, "species": ["C", "S", "C", "C", "C", "C", "N", "H", "H", "H", "H", "H", "H", "H", "H", "H", "H", "H", "H", "H"], "xyz": [[0.161374, 2.901380, 2.107015], [-0.636047, 1.358353, 1.590143], [0.191128, 1.203378, -0.032279], [-0.427745, 0.064228, -0.851181], [0.066886, -1.330426, -0.434018], [-0.936386, -2.436214, -0.572056], [1.352908, -1.619093, -1.103589], [-0.415149, 3.733136, 1.716126], [0.183489, 2.938364, 3.196963], [1.211028, 2.898052, 1.819771], [1.223115, 0.905121, 0.172064], [0.143498, 2.155045, -0.553180], [-1.517361, 0.130968, -0.793984], [-0.085902, 0.253448, -1.877868], [0.296332, -1.141177, 0.621402], [-1.905002, -2.203420, -0.122424], [-1.221150, -2.588047, -1.621913], [-0.606833, -3.378700, -0.140715], [1.464851, -1.216108, -2.026824], [1.456964, -2.628286, -1.093453]], "forces_ev_per_a": [[-0.1, -0.4, 0.5], [0.2, 0.1, -0.2], [0.0, -0.9, 0.5], [0.1, 0.3, -0.5], [0.7, 1.4, 0.4], [-1.1, -0.1, -0.6], [-0.3, -0.2, 0.8], [0.3, 0.2, -0.1], [-0.3, 0.0, 0.0], [-0.1, 0.2, -0.3], [0.1, 0.4, -0.1], [0.0, 0.1, 0.0], [0.0, 0.0, -0.2], [-0.5, -0.1, -0.1], [0.0, -0.7, 0.2], [0.2, 0.2, 0.4], [0.4, -0.1, 0.0], [0.2, -0.1, -0.1], [-0.3, -0.4, 0.0], [0.4, 0.2, -0.5]]}

---

Entry 3:
{"formula": "C5H13O", "method": "the ωB97M-V functional and the def2-TZVPD basis", "e_above_lowest_kcal_mol": 0.0, "homo_energy_ha": -0.56658, "max_force_ev_per_a": 1.77, "total_energy_ev": -7434.6995, "charge": 1, "gap_ev": 10.464, "species": ["C", "C", "C", "C", "C", "O", "H", "H", "H", "H", "H", "H", "H", "H", "H", "H", "H", "H", "H"], "xyz": [[1.143054, -1.176060, 0.455993], [1.740040, 1.112510, -0.497936], [-1.231884, -0.192795, -1.348207], [-1.917693, 0.456768, 0.824022], [1.025042, 0.280230, 0.459750], [-0.951494, 0.587286, -0.201087], [2.028080, -1.415370, 1.058726], [1.297204, -1.594040, -0.536164], [0.310975, -1.667271, 0.960726], [1.264692, 2.083972, -0.626834], [1.898896, 0.628874, -1.457271], [2.721862, 1.322624, -0.057524], [-1.361330, -1.250004, -1.103634], [-2.147300, 0.176627, -1.817579], [-0.408167, -0.063255, -2.047168], [-2.883844, 0.799817, 0.445005], [-2.020961, -0.576293, 1.166446], [-1.617630, 1.102124, 1.647342], [0.774036, 0.742215, 1.409085]], "forces_ev_per_a": [[-0.2, -0.3, -0.1], [-0.1, 0.3, -0.3], [-0.3, -0.2, -0.6], [-0.6, 0.1, 0.4], [-0.9, 0.1, -0.1], [1.7, 0.0, 0.4], [0.1, 0.1, 0.0], [0.0, 0.0, 0.0], [0.0, 0.0, 0.0], [0.0, 0.0, 0.0], [0.0, -0.1, 0.0], [0.1, -0.1, 0.1], [0.1, 0.0, 0.1], [0.1, 0.0, 0.1], [0.0, 0.0, 0.0], [0.1, 0.0, 0.0], [0.1, 0.0, -0.1], [0.0, 0.0, 0.0], [-0.1, 0.0, 0.0]]}

---

Entry 4:
{"formula": "C5H13O2", "method": "the ωB97M-V functional and the def2-TZVPD basis", "e_above_lowest_kcal_mol": 19.7, "homo_energy_ha": -0.12640, "max_force_ev_per_a": 2.44, "total_energy_ev": -9490.4752, "charge": -1, "gap_ev": 7.311, "species": ["C", "O", "C", "C", "C", "C", "H", "H", "H", "H", "H", "H", "H", "H", "H", "H", "H", "H", "H", "O"], "xyz": [[0.923398, -0.460250, 1.196187], [0.353820, -1.698498, 1.078491], [0.242330, 0.724863, 0.496137], [0.253272, 0.785407, -1.031852], [-0.915268, 1.657227, -1.507800], [-0.019497, -0.633529, -1.668681], [1.315740, -0.194455, 2.203152], [1.932560, -0.548113, 0.700192], [0.827935, 1.560305, 0.912528], [-0.809784, 0.784964, 0.784967], [1.152255, 1.104281, -1.563279], [-1.885167, 1.341721, -1.114251], [-0.877422, 2.720707, -1.229675], [-0.971227, 1.597244, -2.584664], [-0.224644, -1.346321, -0.867565], [0.880777, -0.929077, -2.211632], [-0.861407, -0.607610, -2.363585], [-0.154028, -1.526301, 3.482148], [-0.392331, -2.124473, 2.099714], [-0.771312, -2.208093, 3.189469]], "forces_ev_per_a": [[1.6, -1.3, -1.2], [-0.6, 0.0, -0.1], [0.9, 0.3, 0.5], [-1.6, -1.3, -0.9], [0.0, 0.8, 0.2], [0.3, 0.4, 0.5], [-0.9, 0.2, 0.3], [-0.1, 0.4, -0.2], [-0.6, 0.4, -0.2], [0.1, 0.1, 0.3], [0.3, 0.5, 0.8], [0.1, -0.5, 0.0], [0.4, -0.1, 0.0], [-0.1, 0.2, -0.5], [0.1, -0.1, -0.1], [-0.1, -0.3, 0.0], [0.1, 0.0, -0.1], [-0.2, -0.1, 0.4], [0.0, 0.4, 1.1], [0.2, 0.0, -0.9]]}

---

Entry 5:
{"formula": "C5H13O2", "method": "the ωB97M-V functional and the def2-TZVPD basis", "e_above_lowest_kcal_mol": 29.0, "homo_energy_ha": [-0.37835, -0.36368], "max_force_ev_per_a": 2.98, "total_energy_ev": -9487.6674, "charge": 0, "spin_multiplicity": 2, "gap_ev": [11.169, 8.405], "species": ["C", "O", "C", "C", "C", "C", "H", "H", "H", "H", "H", "H", "H", "H", "H", "H", "H", "H", "H", "O"], "xyz": [[-1.601700, -2.542178, -0.348567], [-2.473236, -2.177617, -1.291510], [-0.687216, -1.478780, 0.203803], [0.513835, -1.200734, -0.700027], [1.056234, 0.253881, -0.607183], [1.430658, 0.799778, 0.810883], [-0.913973, -3.384242, -0.719923], [-2.097161, -2.957790, 0.587019], [-1.353676, -0.610182, 0.340333], [-0.258775, -1.640953, 1.209097], [1.366493, -1.873709, -0.598435], [0.240198, -1.518319, -1.719248], [2.005037, 0.356965, -1.180411], [0.335656, 0.813894, -1.208656], [2.240346, 0.176526, 1.228908], [1.934162, 1.704020, 0.433300], [0.469341, 0.994640, 1.286556], [-0.015849, 5.077083, 0.571116], [-1.540206, 4.772897, 0.802446], [-0.650166, 4.434822, 0.900498]], "forces_ev_per_a": [[1.6, -1.5, 1.8], [-0.2, 0.0, -0.2], [0.8, 1.3, 0.4], [0.5, 0.3, -0.8], [0.6, -1.3, -1.0], [-0.2, 0.2, -3.0], [-1.2, 0.4, 0.2], [-0.2, -0.2, -1.2], [0.5, 0.2, -0.3], [-0.6, -0.6, -0.2], [-0.1, -0.4, 1.0], [-0.2, 0.9, -0.1], [-0.6, -0.5, 0.0], [0.0, 0.8, 0.7], [-1.0, 0.1, 0.4], [-0.3, 0.3, 1.2], [0.7, 0.0, 1.0], [-0.3, 0.2, -0.1], [0.0, 0.4, -0.2], [0.3, -0.5, 0.2]]}

---

Entry 6:
{"formula": "C5H13O2PS2", "method": "the ωB97M-V functional and the def2-TZVPD basis", "e_above_lowest_kcal_mol": 36.4, "homo_energy_ha": [-0.32821, -0.32348], "max_force_ev_per_a": 5.98, "total_energy_ev": -40447.1382, "charge": 0, "gap_ev": [6.479, 6.737], "species": ["C", "C", "C", "C", "C", "O", "O", "P", "S", "S", "H", "H", "H", "H", "H", "H", "H", "H", "H", "H", "H", "H", "H"], "xyz": [[1.009054, 1.355401, 2.112376], [2.102132, -0.278442, 0.496302], [0.567762, 1.392161, -0.448009], [-2.722560, -2.460318, -1.287690], [0.813746, 0.524199, 0.812858], [-4.065492, 0.785162, -2.641106], [-3.305333, -1.267529, -1.697281], [-2.721166, 0.273754, -1.886696], [-1.283186, 0.054422, -3.447306], [-0.664848, -0.627504, 1.099714], [1.474812, 2.206098, 1.846038], [0.109682, 1.593291, 2.708727], [1.658500, 0.659925, 2.698645], [2.416614, -0.960540, 1.271311], [3.017482, 0.376064, 0.083619], [1.852669, -1.116073, -0.323977], [1.250381, 2.369588, -0.346537], [0.876882, 0.841199, -1.213850], [-0.502562, 1.592948, -0.416528], [-1.722257, -2.316559, -1.525392], [-3.087441, -3.414233, -1.769513], [-2.999672, -2.454908, -0.275935], [-4.540535, 0.011472, -3.000432]], "forces_ev_per_a": [[-1.3, -4.4, 1.0], [0.5, -1.4, -2.5], [-0.1, 3.5, 4.8], [-0.8, -0.5, -0.5], [0.1, -0.1, -0.5], [-0.1, -0.1, 0.2], [-1.8, 1.8, -1.4], [0.1, -1.4, -1.4], [-0.4, 0.1, 0.9], [1.3, 0.6, -0.1], [1.8, 3.0, -0.6], [0.2, -0.2, -0.5], [-0.4, 1.1, 0.2], [0.3, 0.4, 0.8], [-2.2, -1.3, 1.1], [0.5, 2.2, 1.2], [-1.7, -2.0, -0.4], [0.9, -1.9, -3.7], [0.2, 0.6, -0.7], [2.3, -0.6, 0.3], [-0.1, 1.4, 0.0], [0.5, -1.0, 1.8], [0.2, 0.4, 0.1]]}